# 1
A molecular structure, C40H52N11O3S6Zr in a non-equilibrium geometry, computed with wB97M-V/def2-TZVPD.

```
113
C40H52N11O3S6Zr | the OMol25 dataset | wB97M-V/def2-TZVPD
Zr -0.66054 -1.82498 -1.44346
S -2.46102 -4.04424 2.23946
C -1.72148 -3.39186 0.93707
S -0.36486 -2.30474 1.03562
S -2.26870 -3.66985 -0.71326
C 6.43089 3.20382 2.98997
O 5.78606 1.95538 2.76869
C 5.95757 1.36350 1.56174
C 6.63373 1.94578 0.49700
C 6.81679 1.21302 -0.66361
C 6.29186 -0.06398 -0.80173
C 5.60676 -0.64366 0.26913
C 5.44639 0.06687 1.43959
N 6.68871 -0.72818 -2.01107
N 6.02389 -1.58771 -2.60046
C 4.68763 -1.95626 -2.21313
C 4.41342 -3.27093 -1.93922
C 3.09546 -3.72271 -1.71512
C 2.04564 -2.84961 -1.82957
O 0.75318 -3.18937 -1.71639
C 2.31222 -1.49332 -2.13509
N 1.21541 -0.68988 -2.26018
C 1.38947 0.56708 -2.61434
C 2.65626 1.11379 -2.86483
C 3.76667 0.32223 -2.72597
C 3.62164 -1.02761 -2.34256
H 6.18217 3.49163 4.00859
H 6.06801 3.96257 2.29197
H 7.51399 3.10187 2.90038
H 7.05004 2.93866 0.57262
H 7.39855 1.62233 -1.47927
H 5.25156 -1.66053 0.21631
H 4.96977 -0.38558 2.29934
H 5.23418 -3.97483 -1.89832
H 2.90149 -4.76066 -1.48164
H 0.50093 1.17869 -2.71085
H 2.73793 2.14545 -3.17500
H 4.75075 0.72196 -2.93584
C -1.67346 -5.77277 -6.00882
C -1.70510 -4.29428 -5.96370
N -1.95044 -3.49965 -6.95415
N -1.86669 -2.24197 -6.42054
C -1.57877 -2.23662 -5.11793
S -1.41938 -0.92211 -4.08258
N -1.47482 -3.55952 -4.81539
N -1.16052 -3.97165 -3.53427
H -1.86491 -6.09504 -7.02798
H -2.43394 -6.19874 -5.35377
H -0.70085 -6.15109 -5.69332
H -2.02508 -1.43443 -6.99948
H -1.88228 -4.56733 -3.14107
H -0.25513 -4.42639 -3.49152
C -6.08916 1.26797 2.13992
C -4.80887 1.73191 2.83036
C -3.52039 1.42559 2.06973
C -3.11491 -0.04043 1.99652
N -3.98551 -0.86144 1.15427
C -3.93285 -0.97053 -0.16363
S -2.74267 -0.12627 -1.09828
N -4.85273 -1.71397 -0.77245
C -4.92212 -1.98347 -2.20390
C -5.76121 -0.96082 -2.96207
C -7.17049 -0.76671 -2.40509
C -7.99407 -2.04960 -2.36607
H -6.96787 1.70115 2.61663
H -6.21307 0.18521 2.17638
H -6.09814 1.56867 1.09007
H -4.75138 1.29702 3.83300
H -4.86786 2.81347 2.97399
H -2.68713 1.94664 2.55207
H -3.57785 1.82446 1.05272
H -3.13324 -0.50675 2.98330
H -2.10147 -0.13014 1.61448
H -4.66003 -1.43959 1.63443
H -5.55309 -2.15165 -0.19233
H -5.32676 -2.99054 -2.30981
H -3.90186 -1.99225 -2.59009
H -5.82251 -1.29387 -4.00233
H -5.22545 -0.00857 -2.96313
H -7.68519 -0.02562 -3.01899
H -7.10997 -0.33127 -1.40348
H -8.01696 -2.53015 -3.34606
H -9.02398 -1.84977 -2.07279
H -7.59653 -2.77876 -1.65633
C 0.72746 1.74469 5.50302
C 1.72690 0.73549 4.95026
C 2.29409 1.15649 3.60375
N 1.23393 1.08680 2.59489
C 1.25674 1.44106 1.31836
S 0.01328 0.95009 0.29152
N 2.30212 2.21670 0.85025
C 2.90396 3.37499 1.36871
O 3.95668 3.73795 0.89963
C 2.17984 4.14471 2.42274
C 2.94765 4.88479 3.31905
C 2.32867 5.62635 4.31024
C 0.94209 5.64831 4.39397
C 0.17510 4.93832 3.48166
C 0.78983 4.18039 2.49666
H 0.32487 1.41606 6.46007
H -0.11539 1.89365 4.82483
H 1.20009 2.71782 5.64920
H 1.26481 -0.25224 4.85663
H 2.56395 0.61676 5.64038
H 3.12086 0.51680 3.29468
H 2.66606 2.17441 3.68051
H 0.41599 0.54399 2.84069
H 2.57889 2.01636 -0.10104
H 4.02538 4.86940 3.22360
H 2.92385 6.19596 5.01041
H 0.45840 6.23113 5.16640
H -0.90480 4.97974 3.53173
H 0.18296 3.65052 1.77411
```

**2S+1**: 1
**Calculated total energy**: -4819.6139 a.u.
**Strongest force on any atom**: 1.21 eV/Å
**ΔE to the lowest compared entry with this formula, charge and spin**: 1.538 eV
**Net charge**: +1
**Orbital gap**: 6.75 eV

# 2
A molecular structure, C40H53BN12O3PY in a non-equilibrium geometry, computed with wB97M-V/def2-TZVPD.

```
111
C40H53BN12O3PY | the OMol25 dataset | wB97M-V/def2-TZVPD
Y 0.19324 -0.27129 0.35166
B -1.96748 -0.23206 -1.94015
N -2.33600 0.94778 -0.99616
C -3.41624 1.73057 -0.95962
C -3.24678 2.67641 0.03867
C -1.99876 2.38617 0.57281
N -1.44070 1.34955 -0.06202
N -2.16150 -1.58597 -1.18716
C -3.05014 -2.56328 -1.37723
C -2.81109 -3.57043 -0.45470
C -1.72567 -3.11238 0.27908
N -1.33494 -1.91242 -0.16454
H -2.64494 -0.21863 -2.92332
H -0.77503 -0.10031 -2.15811
H -4.22884 1.57176 -1.64593
H -3.92496 3.45758 0.32534
H -1.48637 2.86577 1.39027
H -3.78456 -2.48687 -2.15805
H -3.33992 -4.49790 -0.34547
H -1.21097 -3.58427 1.10013
O 4.88334 -4.92534 -2.91000
C 3.96483 -4.23054 -3.72275
C 3.08581 -3.38963 -2.83929
C 2.33652 -2.34144 -3.35376
C 1.55141 -1.59474 -2.49759
N 1.43704 -1.85238 -1.19168
C 2.12146 -2.89686 -0.69789
C 2.97376 -3.65930 -1.48249
C 1.91093 -3.21901 0.74188
C 2.35660 -4.41613 1.28496
C 2.13275 -4.69558 2.62492
C 2.65472 -5.97283 3.23938
O 2.89373 -6.97908 2.28733
C 1.44685 -3.75207 3.38034
C 1.03261 -2.58583 2.76840
N 1.24988 -2.31172 1.47877
H 5.46829 -5.45241 -3.46368
H 3.32224 -4.92637 -4.27962
H 4.46744 -3.58776 -4.45376
H 2.37404 -2.08574 -4.40430
H 0.99453 -0.74484 -2.86640
H 3.56053 -4.45866 -1.06259
H 2.85944 -5.15652 0.68155
H 1.98373 -6.30374 4.03824
H 3.62081 -5.75176 3.70479
H 2.08015 -7.46752 2.12144
H 1.22807 -3.91932 4.42654
H 0.48719 -1.83926 3.33117
N 0.11808 0.89136 4.07142
C -1.12547 0.39510 3.68746
C -2.12021 0.44912 4.67645
C -3.39273 0.04083 4.36987
C -3.65857 -0.40569 3.07750
C -2.62550 -0.43360 2.17700
N -1.35290 -0.06117 2.45800
C 1.37527 0.89400 3.50408
C 2.42776 1.34058 4.32456
C 3.71128 1.32354 3.84411
C 3.94459 0.85295 2.54958
C 2.85937 0.46224 1.81304
N 1.57850 0.49492 2.24831
H 0.11774 1.23939 5.01956
H -1.87833 0.81452 5.66444
H -4.17074 0.07511 5.11907
H -4.64577 -0.71846 2.77491
H -2.80931 -0.75374 1.16375
H 2.21642 1.67706 5.33029
H 4.52757 1.65872 4.46907
H 4.93582 0.80342 2.12581
H 3.00288 0.10684 0.80160
O 1.53508 1.10965 -0.91907
P 2.56675 2.18893 -1.18351
N 4.06288 1.52708 -1.30730
C 4.35168 0.10237 -1.51643
C 5.87123 -0.01895 -1.28143
C 6.38652 1.42918 -1.21476
C 5.24302 2.25009 -1.79882
N 2.52544 3.24321 0.07327
C 3.60562 4.19812 0.37363
C 3.01640 5.05332 1.48880
C 1.54742 5.14261 1.09211
C 1.23989 3.72683 0.61342
N 2.32160 3.02992 -2.56350
C 2.47750 2.34677 -3.87070
C 1.40553 2.98336 -4.75215
C 1.28835 4.39097 -4.17812
C 1.35072 4.13522 -2.67731
H 4.10179 -0.18515 -2.54300
H 3.76375 -0.52700 -0.85223
H 6.33498 -0.56866 -2.09956
H 6.09174 -0.56323 -0.36455
H 7.31898 1.57207 -1.75555
H 6.55176 1.72812 -0.17897
H 5.27129 2.22486 -2.89310
H 5.24041 3.28970 -1.48621
H 3.84470 4.81609 -0.49934
H 4.50697 3.66754 0.68052
H 3.50679 6.02089 1.57405
H 3.11419 4.53343 2.44530
H 1.42176 5.85460 0.27408
H 0.89750 5.45286 1.90891
H 0.44910 3.69144 -0.13407
H 0.93456 3.09121 1.45217
H 2.34550 1.26695 -3.76929
H 3.47609 2.53427 -4.27085
H 0.45747 2.45460 -4.63306
H 1.67618 2.96532 -5.80595
H 0.37309 4.90111 -4.47061
H 2.13691 5.00155 -4.49144
H 0.36347 3.83447 -2.30800
H 1.68950 5.00039 -2.10719
```

**2S+1**: 1
**Calculated total energy**: -2843.3128 a.u.
**Strongest force on any atom**: 1.21 eV/Å
**Net charge**: +2
**Orbital gap**: 8.34 eV

# 3
A molecular structure, C40H53F27O26S2 in a non-equilibrium geometry, computed with wB97M-V/def2-TZVPD.

```
148
C40H53F27O26S2 | the OMol25 dataset | wB97M-V/def2-TZVPD
C -26.61391 0.01926 9.49006
C -28.15593 -0.01146 9.23833
O -28.55299 -1.28975 9.44624
C -28.49454 -2.26169 8.45823
O -28.02230 -2.06474 7.28724
C -29.07552 -3.61475 8.89752
F -29.93291 -3.40130 9.99470
F -29.79172 -4.16892 7.92459
F -28.05809 -4.37299 9.22554
H -26.07095 -0.67151 8.84498
H -26.44148 -0.28240 10.52319
H -26.20891 1.02777 9.40646
H -28.34911 0.33479 8.22300
H -28.75116 0.61016 9.90721
C -34.55274 -12.03184 19.87232
C -34.06097 -10.75445 19.25867
O -33.13710 -10.84143 18.21644
C -33.51239 -11.38409 16.95332
O -34.54330 -11.95108 16.68042
C -32.39779 -11.28839 15.83660
F -31.18316 -11.53186 16.32508
F -32.69879 -12.21997 14.96111
F -32.46805 -10.06972 15.26321
H -33.66126 -12.65778 19.83290
H -35.37652 -12.59607 19.43512
H -34.78170 -11.99933 20.93750
H -33.46129 -10.20947 19.98769
H -34.94279 -10.17581 18.98358
C -24.43522 -9.20748 15.41360
C -24.25012 -10.30293 16.41572
O -25.15604 -10.24278 17.53929
C -24.85815 -9.56053 18.70526
O -23.79528 -8.92352 18.82065
C -25.77928 -9.63427 19.89873
F -27.03093 -10.03791 19.55153
F -25.32378 -10.23580 20.97234
F -25.95314 -8.37738 20.25259
H -24.09437 -8.25443 15.81810
H -25.42875 -9.20591 14.96526
H -23.83118 -9.36539 14.52012
H -23.23313 -10.18231 16.78893
H -24.41762 -11.28954 15.98370
C -12.24260 -4.10750 21.93389
C -12.74826 -4.76457 23.27886
O -14.13475 -4.57238 23.53478
C -15.10760 -5.56570 23.63824
O -14.86195 -6.72152 23.94411
C -16.59473 -5.10949 23.38900
F -17.34318 -5.43894 24.41064
F -16.68651 -3.86318 23.00583
F -17.12251 -5.76710 22.37949
H -12.57114 -4.69957 21.07971
H -11.15925 -3.99067 21.90562
H -12.62155 -3.08596 21.96498
H -12.31677 -4.16247 24.07848
H -12.41761 -5.79147 23.43459
C -24.64007 -11.08208 7.21779
C -24.47194 -12.60121 7.07114
O -23.65513 -12.84544 8.17338
C -22.78873 -13.93013 8.16821
O -22.43029 -14.56006 7.12509
C -22.40161 -14.47569 9.54876
F -21.23130 -14.99816 9.53657
F -22.41252 -13.45008 10.39869
F -23.30137 -15.33992 9.86576
H -25.45725 -10.69127 6.61149
H -23.76983 -10.45375 7.02813
H -24.95829 -10.93446 8.24980
H -24.04751 -12.85089 6.09872
H -25.30592 -13.27891 7.25359
C -27.71171 -17.47730 23.18460
C -27.49147 -18.73439 24.00220
O -26.11070 -19.03855 23.99993
C -25.61029 -20.15626 24.38109
O -26.25670 -21.14797 24.71765
C -24.06162 -20.33987 24.24878
F -23.79904 -21.04358 23.11150
F -23.40085 -19.15715 24.18836
F -23.60032 -21.04711 25.20900
H -27.32140 -16.56474 23.63514
H -28.77337 -17.26403 23.06016
H -27.18183 -17.55297 22.23508
H -28.13589 -19.55467 23.68604
H -27.84781 -18.65459 25.02921
C -20.79036 -12.96079 27.34727
C -19.96395 -12.98436 28.65667
O -20.20674 -14.21778 29.32794
C -19.41243 -15.32562 29.28398
O -18.46109 -15.43028 28.50217
C -19.64801 -16.37790 30.39628
F -20.15751 -17.46482 29.81107
F -18.42099 -16.67915 30.85910
F -20.59372 -15.92363 31.22549
H -20.71162 -11.98835 26.86122
H -21.85442 -13.19119 27.40008
H -20.34231 -13.43911 26.47631
H -20.24972 -12.18244 29.33736
H -18.88111 -12.94513 28.53826
C -35.27300 -5.96065 30.79561
C -33.77202 -5.79095 31.05086
O -32.92302 -6.18038 29.99415
C -32.56992 -5.35057 28.89477
O -33.11153 -4.26590 28.65151
C -31.56389 -5.90550 27.81966
F -32.03066 -5.78930 26.61449
F -30.49613 -5.09851 27.83114
F -31.28189 -7.16950 28.08948
H -35.89110 -5.34328 31.44747
H -35.38967 -7.04090 30.88245
H -35.58095 -5.77640 29.76638
H -33.43312 -6.28671 31.96051
H -33.51595 -4.79170 31.40304
C -18.47313 -6.11544 7.67654
C -19.07177 -5.54009 8.96628
O -18.03231 -5.07826 9.83746
C -18.25930 -4.40380 11.02119
O -19.30727 -3.83785 11.32172
C -16.95694 -4.14678 11.89151
F -15.83291 -4.26657 11.20057
F -17.03871 -3.01917 12.45635
F -16.81883 -5.09245 12.77150
H -17.95081 -7.05933 7.83264
H -17.80522 -5.37121 7.24280
H -19.22263 -6.33966 6.91754
H -19.78995 -6.21658 9.42963
H -19.64216 -4.62236 8.82309
C -25.61972 -0.63977 16.21352
C -27.01086 -0.04834 15.93182
O -27.68188 -1.02717 15.21554
S -27.33760 -2.48597 15.85327
O -27.41953 -3.56828 14.83950
O -28.08955 -2.66295 17.07013
O -25.82356 -2.01674 16.11432
H -25.29733 -0.29340 17.19545
H -24.88039 -0.24341 15.51753
H -26.96486 0.87399 15.35278
H -27.67344 0.21327 16.75683
C -16.76653 -11.35178 19.17843
C -15.69495 -10.27277 18.86226
O -15.08733 -10.70937 17.64415
S -16.35839 -11.20880 16.71205
O -15.85339 -12.20668 15.77045
O -17.08133 -10.08298 16.24491
O -17.03975 -11.98407 17.98119
H -17.68353 -10.80783 19.40501
H -16.56918 -12.04906 19.99265
H -14.83862 -10.14736 19.52489
H -16.08807 -9.26387 18.73712
```

**2S+1**: 1
**Calculated total energy**: -7004.7942 a.u.
**Strongest force on any atom**: 6.12 eV/Å
**ΔE to the lowest compared entry with this formula, charge and spin**: 8.224 eV
**Orbital gap**: 11.41 eV

# 4
6 unconnected molecules or ions with the total composition C40H53FIN6O, computed with wB97M-V/def2-TZVPD.

```
102
C40H53FIN6O | the OMol25 dataset | wB97M-V/def2-TZVPD
C -3.13124 -0.55950 -0.66527
C -1.65429 -0.91660 -0.55996
C -0.82814 0.04688 0.28552
I -1.70054 0.13380 2.27356
C 0.71322 -0.19163 0.24550
C 1.03845 -1.70713 0.29770
C 0.57854 -2.58545 1.46602
C 1.30465 -2.39133 2.77849
F 2.69751 -2.36440 2.57648
C 1.22694 0.24569 -1.15936
C 1.62560 1.71642 -1.41890
C 0.43916 2.62602 -1.74787
C 2.55933 1.77058 -2.62131
N 2.39384 2.21393 -0.23609
O 3.66259 2.06064 -0.31422
C 1.82099 2.05020 1.14357
C 2.88920 2.46667 2.14663
C 0.61977 2.96816 1.38438
C 1.54801 0.54544 1.31115
H -3.68897 -0.88545 0.21243
H -3.57509 -1.03563 -1.54054
H -3.28391 0.51939 -0.75232
H -1.22107 -0.89473 -1.56607
H -1.53056 -1.94242 -0.20841
H -1.03439 1.04937 -0.07446
H 2.12700 -1.79406 0.23256
H 0.64351 -2.16420 -0.61300
H 0.69036 -3.62535 1.14930
H -0.48520 -2.44015 1.67300
H 1.02771 -1.46161 3.27627
H 1.10659 -3.22515 3.45714
H 0.49679 -0.02839 -1.92723
H 2.11245 -0.35922 -1.36668
H 0.00120 2.28198 -2.68799
H 0.77736 3.65390 -1.88437
H -0.35419 2.63611 -1.00703
H 1.99420 1.55169 -3.52891
H 2.99864 2.76488 -2.70850
H 3.37656 1.05891 -2.53107
H 3.77501 1.83988 2.07763
H 3.19006 3.50140 1.96906
H 2.46513 2.40342 3.14838
H 0.44156 3.01465 2.45725
H -0.30714 2.65268 0.91792
H 0.85195 3.98180 1.04978
H 2.53492 0.07339 1.30075
H 1.13539 0.37914 2.30595
N 0.93705 4.35126 4.63347
C 2.01902 4.66998 5.33903
C 1.99131 5.50954 6.44315
C 0.77516 6.04583 6.83455
C -0.35860 5.72137 6.10692
C -0.22521 4.87224 5.01809
H 2.95432 4.23416 5.00323
H 2.90360 5.73387 6.97896
H 0.71212 6.70490 7.69087
H -1.32988 6.11534 6.37364
H -1.09173 4.59664 4.42596
N 0.43339 -4.21204 -1.95192
C -0.56754 -4.97841 -2.37980
C -0.41215 -6.30781 -2.74537
C 0.85182 -6.86918 -2.66109
C 1.90244 -6.08269 -2.21562
C 1.64172 -4.76414 -1.87388
H -1.54355 -4.50849 -2.43445
H -1.26891 -6.87007 -3.09275
H 1.01684 -7.90325 -2.93675
H 2.90596 -6.47726 -2.13205
H 2.43943 -4.12011 -1.51776
N -3.47590 -7.79732 -4.12658
C -4.80388 -7.81482 -4.03764
C -5.54213 -8.97321 -3.84289
C -4.86739 -10.17813 -3.72893
C -3.48463 -10.17412 -3.81720
C -2.84240 -8.96207 -4.02024
H -5.30185 -6.85572 -4.12595
H -6.62071 -8.92561 -3.77990
H -5.40882 -11.10214 -3.57260
H -2.91171 -11.08721 -3.73098
H -1.76029 -8.92493 -4.09627
N 7.47554 4.23475 -0.71237
C 6.19468 3.99573 -0.43324
C 5.26121 4.99976 -0.21294
C 5.67621 6.31900 -0.27838
C 7.00766 6.58072 -0.56302
C 7.86102 5.50758 -0.77199
H 5.88314 2.95947 -0.39704
H 4.23455 4.73203 -0.00391
H 4.97665 7.12897 -0.11321
H 7.38161 7.59394 -0.62602
H 8.90774 5.67932 -1.00024
N -5.20809 2.21159 0.18686
C -5.73120 2.74903 -0.91229
C -7.08962 2.74744 -1.19453
C -7.95188 2.15490 -0.28612
C -7.41947 1.59188 0.86242
C -6.04611 1.64661 1.05216
H -5.02921 3.20247 -1.60395
H -7.45671 3.19994 -2.10576
H -9.01835 2.13230 -0.46984
H -8.05167 1.11826 1.60126
H -5.59408 1.21328 1.93804
```

**2S+1**: 2
**Calculated total energy**: -2357.2428 a.u.
**Strongest force on any atom**: 0.32 eV/Å
**<S²>**: 0.75
**Orbital gap (alpha / beta)**: 8.21 / 9.46 eV